Entry 1
9
Properties=species:S:1:pos:R:3 method="wB97M-V/def2-TZVPD" gap_ev=7.860 total_charge=0
H 1.628 2.745 -1.847
C 1.044 2.104 -1.211
C 0.017 1.548 -0.875
C -0.765 0.517 1.316
H -1.090 -1.656 2.036
H 0.043 -1.273 0.542
Br -2.016 1.729 1.882
O 0.238 0.117 2.072
C -0.540 -0.889 1.382

Entry 2
9
Properties=species:S:1:pos:R:3 method="wB97M-V/def2-TZVPD" smiles="CC(=O)C#CBr" gap_ev=10.334 total_charge=0
C -0.931 -0.342 0.189
O -0.141 1.212 1.759
C -1.572 -1.320 -0.199
H 0.867 1.182 -1.198
Br -2.631 -2.641 -0.680
C 0.023 0.615 0.746
H 1.176 -0.416 -0.327
H 2.078 1.062 0.010
C 1.132 0.648 -0.300

Going by the computed energies, the most stable comes first: entry 2, entry 1.

Entry 1
57
Properties=species:S:1:pos:R:3 method="wB97M-V/def2-TZVPD" gap_ev=9.996 total_charge=0
H 2.201 -2.951 1.057
O -1.018 2.267 3.828
H -2.578 0.402 -0.696
H 2.008 -2.019 3.955
H 0.594 -3.643 -2.883
H -3.684 -2.982 -0.445
H -2.381 -2.883 0.317
H -2.990 2.205 -2.572
H 0.342 4.211 -3.260
H 2.701 2.282 1.102
H 1.278 2.205 -2.302
O -2.438 -1.177 2.830
O 3.554 2.492 1.481
O -2.991 -0.461 -0.529
O 2.966 0.004 0.401
H 2.912 0.072 -1.903
H 2.674 -2.833 2.782
H -2.679 3.698 -2.456
O -1.724 0.863 -4.328
H -2.241 -0.337 2.395
H 0.025 -1.973 0.933
H -2.730 -0.933 -1.344
H -2.635 2.336 1.861
H -0.750 -0.946 -0.969
O 0.398 -2.753 -3.189
H 1.355 -4.274 2.915
O 2.270 -2.902 3.698
O 3.154 -2.915 1.215
H 3.418 -3.833 1.102
H 2.695 -0.071 1.322
O 0.164 -1.175 -0.775
H -0.564 -2.721 -3.231
H 0.350 -3.335 2.250
O -2.899 -3.489 -0.229
O 0.708 -4.240 2.184
H -0.331 4.530 -1.931
O -2.839 1.457 1.519
H 3.731 -0.580 0.338
O 1.424 3.969 0.117
H -3.687 1.727 1.102
O -0.515 4.435 -2.870
H 3.947 3.322 1.170
O 0.612 1.996 -2.966
H -0.787 1.325 3.744
O 0.440 -1.613 1.721
H 0.001 -0.757 1.853
H 1.942 -1.099 -1.788
H -1.348 1.738 -4.181
H 2.242 4.062 0.704
H 0.832 1.064 -3.023
H -1.080 0.522 -4.966
O -3.309 3.035 -2.199
H -1.942 2.043 4.001
H -3.157 -1.314 2.194
H 0.863 4.500 0.706
O 1.968 -0.110 -1.844
H 0.453 -0.287 -0.507

Entry 2
57
Properties=species:S:1:pos:R:3 method="wB97M-V/def2-TZVPD" gap_ev=10.224 total_charge=0
O -2.167 3.145 0.030
O -0.197 4.924 1.258
H -2.150 0.004 1.615
H 3.478 2.255 -2.947
H -2.627 -0.738 3.524
O -3.156 -3.243 1.999
H 2.601 2.411 2.422
H -2.813 -3.821 -1.448
O -2.544 -4.433 -0.803
H -0.328 2.997 -1.961
H 0.484 4.763 0.718
H 0.870 0.557 2.911
H 4.800 1.413 1.021
H 2.021 1.930 -0.811
H -3.660 0.020 -0.385
H -0.888 -2.085 -1.905
H -1.546 3.239 -0.661
H 3.971 -2.310 -2.791
H -1.688 1.391 1.126
O -3.488 -0.435 3.757
H 0.436 -0.951 -0.521
O -4.194 -0.696 -0.634
O -1.775 -1.987 -2.144
H -3.810 -3.515 1.239
H -1.792 -4.514 -0.362
H -1.867 -1.031 -2.522
H 1.503 1.220 0.460
O 0.427 -0.334 3.216
O 2.537 2.588 -2.954
O 1.878 1.794 2.498
H 0.166 4.858 2.186
H -4.045 -0.960 -1.531
O -1.448 0.473 1.096
H 0.067 -3.837 1.284
H -0.388 1.537 -1.658
H -4.070 -0.047 3.219
H -2.722 3.873 0.016
H -0.127 -0.462 2.427
O 1.211 1.779 -0.282
O 4.020 1.725 1.311
O 3.398 -1.565 -3.160
H -2.336 -3.234 1.513
H 1.164 2.402 2.516
O -0.756 2.223 -2.273
H 1.687 0.396 -3.496
H 2.370 -2.584 2.618
H 2.244 2.775 -3.816
H 0.785 -3.705 0.222
H 2.885 -1.833 -3.943
H 1.008 -0.163 -1.485
O 1.324 -0.770 -0.857
O -0.130 -3.418 0.402
H 3.359 1.049 1.169
O 1.633 0.730 -4.298
H 0.617 0.912 -4.454
O 2.128 -3.498 2.793
H 1.638 -3.215 3.536

Going by the computed energies, the most stable comes first: entry 1, entry 2.

Entry 1
19
Properties=species:S:1:pos:R:3 method="wB97M-V/def2-TZVPD" smiles="[H]/N=C/N.O.O.O.O" gap_ev=9.408 total_charge=0
H 1.750 3.159 0.292
O -1.260 1.552 1.125
H -0.336 -2.418 -3.176
O -1.478 0.140 -1.540
H -2.322 0.501 -1.886
N 0.228 -0.822 2.317
H -1.782 1.416 1.905
H 1.044 -2.530 1.250
O 0.056 -1.902 -2.432
H 1.332 0.163 0.099
H 0.282 2.874 -0.146
H 0.450 -1.211 3.222
O 1.171 2.463 -0.006
H 1.367 -1.473 -0.674
H -0.544 0.918 1.304
C 0.731 -1.505 1.256
H -0.416 -1.045 -2.375
N 1.090 -0.879 0.130
H -1.362 0.596 -0.665

Entry 2
19
Properties=species:S:1:pos:R:3 method="wB97M-V/def2-TZVPD" smiles="[H]/N=C/N.O.O.O.O" gap_ev=9.566 total_charge=0
H 1.395 -0.595 -0.967
O 4.136 -1.376 -0.875
N -1.185 1.195 -0.817
H 4.178 -4.506 -2.893
O 3.420 -4.082 -2.484
O -2.410 2.978 3.005
H 4.788 -1.150 -0.206
H -2.698 2.605 2.168
O -5.800 0.998 2.905
C -0.443 0.186 -1.052
H -2.027 0.870 -0.353
N 0.924 0.269 -1.136
H 3.773 -3.353 -1.962
H 1.194 1.206 -0.891
H 4.144 -0.677 -1.540
H -1.696 3.592 2.814
H -5.492 0.939 1.999
H -0.805 -0.849 -1.060
H -5.397 1.750 3.345

Going by the computed energies, the most stable comes first: entry 1, entry 2.

Entry 1
16
Properties=species:S:1:pos:R:3 method="wB97M-V/def2-TZVPD" gap_ev="8.595 / 8.594" total_charge=0
C 1.636 0.118 -0.902
C -1.999 1.652 0.191
H 0.778 -0.246 -1.506
C 1.881 -0.988 0.182
H 2.473 0.091 -1.583
H -1.490 -1.779 1.218
H 2.224 -1.805 -0.409
H 1.530 1.138 -0.661
C -1.383 0.738 0.945
O -2.135 -1.021 -1.002
O 0.824 -1.098 1.012
H -2.345 2.693 0.447
H 2.676 -0.597 0.698
P -1.242 -0.909 0.201
H -1.005 0.831 1.952
H -2.422 1.183 -0.782

Entry 2
16
Properties=species:S:1:pos:R:3 method="wB97M-V/def2-TZVPD" smiles="[H]/P=C1/CCOC1.O" gap_ev=8.360 total_charge=0
H 2.664 -0.004 0.750
H -0.002 1.808 -0.549
O 1.665 -0.912 -0.770
C 1.713 0.101 0.218
H -2.351 -1.220 -1.218
H 0.631 -0.740 2.014
P -2.250 -0.847 0.179
H -0.030 0.830 1.273
H 0.109 -0.559 -1.979
H 0.230 -2.165 -1.327
H 1.667 1.125 -0.280
C 0.330 -1.016 -1.091
O -1.039 1.660 -0.427
H -1.615 2.468 -0.692
C 0.380 -0.159 1.023
C -0.542 -0.759 0.005

Entry 3
16
Properties=species:S:1:pos:R:3 method="wB97M-V/def2-TZVPD" smiles="C[P@]1(=O)CCCO1" gap_ev=10.943 total_charge=0
H -1.375 1.546 1.392
H 1.064 -0.887 -2.178
H 0.176 -0.327 2.153
H -0.576 -1.388 1.041
P 1.195 0.217 0.132
O 2.419 0.925 0.512
C -0.171 -0.435 1.196
C -1.236 0.904 -0.557
H -2.058 1.467 -0.893
O 0.035 1.456 -0.770
H 2.695 -1.067 -1.175
H -2.430 0.096 1.293
H 1.321 -2.021 -0.730
C 1.646 -1.069 -1.218
C -1.409 0.564 0.955
H -1.295 0.018 -1.154

Going by the computed energies, the most stable comes first: entry 3, entry 1, entry 2.

Entry 1
21
Properties=species:S:1:pos:R:3 method="wB97M-V/def2-TZVPD" smiles=CC1(C)[C@H](O)NN[C@@H]1O gap_ev=9.572 total_charge=0
H -2.130 -1.195 0.385
O 1.228 1.973 -0.577
H 2.757 -1.540 -0.219
C -1.548 -0.268 0.532
H -1.167 0.848 -2.038
H 0.241 -0.661 2.195
H 0.571 -0.046 -2.171
H 1.914 1.437 1.711
N 0.981 1.034 1.605
H -1.044 -0.903 -1.925
N 1.111 -0.404 1.799
O 2.082 -0.940 -0.515
H -1.256 -0.238 1.550
C 0.852 -1.068 0.173
H -0.466 2.227 0.567
C 0.294 1.437 0.286
C -0.258 0.088 -0.243
H 0.453 -2.043 0.047
H -2.248 0.575 0.429
C -0.439 0.019 -1.737
H 2.059 1.504 -0.434

Entry 2
21
Properties=species:S:1:pos:R:3 method="wB97M-V/def2-TZVPD" smiles="[H]/N=C(/[NH3+])[O-].CCC(C)=O" gap_ev=9.841 total_charge=0
H -2.800 -2.561 -2.746
H 1.761 2.865 1.922
H 0.626 -0.808 -0.998
H -2.703 -1.375 0.888
H 2.486 1.366 2.498
O -0.301 0.889 1.077
C 0.889 1.116 1.082
O -0.806 -2.650 -0.825
H 2.383 1.621 -0.328
H 1.806 -0.041 -2.059
C -1.847 -2.148 -1.116
H 0.888 1.866 3.091
H 0.329 0.818 -1.617
C 1.547 1.842 2.228
N -2.778 -1.950 -1.942
C 1.812 0.731 -0.047
C 1.098 0.138 -1.254
H 2.533 0.013 0.355
H -1.544 -0.296 0.315
N -2.321 -0.916 0.069
H -3.058 -0.520 -0.592

Entry 3
21
Properties=species:S:1:pos:R:3 method="wB97M-V/def2-TZVPD" smiles="NC(=O)CO.C/C=C/N" gap_ev=8.694 total_charge=0
C 2.039 -1.267 0.549
H 1.269 -0.808 -1.420
H 1.664 -1.459 1.558
H -1.942 -2.376 -1.121
C 0.916 -0.934 -0.394
H -1.215 1.376 2.296
N 0.518 1.930 -0.795
C 0.077 1.283 0.366
N -1.214 -1.682 -1.262
H 2.714 -0.409 0.594
C -0.310 -1.564 -0.267
H -0.602 -1.996 0.688
H -1.941 2.099 -0.229
H 2.624 -2.112 0.176
H -0.911 -1.334 -2.172
H 1.506 2.159 -0.787
H -2.085 0.381 0.074
C -1.597 1.291 0.427
O 0.606 1.553 1.457
H -0.097 2.346 -1.482
O -2.018 1.523 1.746

Going by the computed energies, the most stable comes first: entry 2, entry 3, entry 1.

Entry 1
21
Properties=species:S:1:pos:R:3 method="wB97M-V/def2-TZVPD" gap_ev=9.865 total_charge=0
H 0.988 -0.856 -2.242
H -0.536 0.350 2.293
C -0.035 -0.380 1.629
H -1.475 -0.619 -1.794
O -0.113 -1.600 1.804
O 1.199 1.590 -0.868
H -2.279 1.274 0.642
H -0.750 2.178 0.613
H -2.426 -0.879 -0.319
H -0.950 -1.819 -0.566
C -1.414 -0.849 -0.729
H 2.094 -0.532 1.446
C 1.470 -0.763 -1.268
H 1.337 -1.679 -0.693
H 1.628 1.103 1.596
N -0.628 0.175 -0.037
C -1.355 1.442 0.085
C 0.914 0.445 -0.540
N 1.376 0.168 1.287
H 2.534 -0.589 -1.435
H -1.580 1.841 -0.904

Entry 2
21
Properties=species:S:1:pos:R:3 method="wB97M-V/def2-TZVPD" gap_ev=9.413 total_charge=0
N -0.445 0.580 1.308
H -2.618 -0.489 -1.385
N -1.720 -0.503 -0.905
O -0.784 0.504 -2.787
C 0.540 0.943 0.345
O 0.267 2.233 -0.149
H -0.824 -0.272 3.150
H 1.543 0.935 0.807
H 0.334 -1.944 -0.039
H 1.344 -1.961 -1.486
C 0.621 -0.005 -0.943
H 1.302 0.483 -1.642
C -0.737 -0.046 -1.560
C 1.108 -1.404 -0.579
H 2.005 -1.352 0.037
H -1.690 0.536 -3.129
H 0.362 -1.196 2.213
H -0.220 2.704 0.539
H -1.222 0.092 0.801
H 0.823 0.349 2.951
C 0.010 -0.186 2.453

Going by the computed energies, the most stable comes first: entry 2, entry 1.